Below is a 8-piece molecular cluster, C37H57BClN9O2P overall, with properties calculated with ωB97M-V/def2-TZVPD.

The geometry in XYZ format:
```
108
C37H57BClN9O2P | the Open Molecules 2025 dataset | ωB97M-V/def2-TZVPD
C 0.4522 -3.0128 -0.5405
C 1.2779 -2.7177 -1.9253
N 2.2725 -1.5864 -1.8603
B 1.6493 -0.2446 -1.5334
Cl 2.8514 1.0427 -2.2400
C 0.2107 0.0633 -2.2667
C -0.3909 1.5734 -1.9882
C -2.0301 1.6242 -1.9366
C -2.7151 0.7247 -0.7482
N -4.2344 0.6113 -0.8735
C -4.7979 1.0033 0.5061
C -4.6832 -0.8225 -1.0595
C -5.7436 -1.1594 -2.3082
O -4.3494 -1.8670 -0.2948
P 1.6244 0.1448 0.3819
O 2.2855 1.5727 0.6642
H -0.0412 -4.0997 -0.5487
H -0.4290 -2.2103 -0.4779
H 1.1374 -2.8595 0.4241
H 0.5079 -2.6504 -2.8210
H 1.9123 -3.7052 -2.1443
H 2.7018 -1.4953 -2.8264
H 0.4132 0.0121 -3.4412
H -0.6446 -0.6998 -2.0351
H -0.0505 2.2485 -2.9120
H 0.0368 2.0997 -1.0342
H -2.4039 1.3419 -3.0325
H -2.3562 2.7512 -1.7551
H -2.5130 1.2955 0.2806
H -2.2533 -0.3457 -0.6079
H -5.9809 0.8536 0.4624
H -4.4840 2.1065 0.7430
H -4.3290 0.2189 1.2742
H -5.3265 -1.9995 -3.0171
H -6.7075 -1.6311 -1.7870
H -6.1157 -0.1957 -2.8580
H 0.2781 0.1288 0.9306
H 2.4960 -0.8280 1.0552
N 0.3915 5.2925 -0.6647
C -0.2533 6.3611 -0.0982
C -0.1592 6.2384 1.2701
C 0.5732 5.0573 1.5382
C 0.9032 4.4947 0.3255
H 0.4772 5.1200 -1.6580
H -0.7239 7.1145 -0.7156
H -0.5723 6.9259 1.9967
H 0.8326 4.6602 2.5111
H 1.4557 3.5968 0.0831
N -3.2633 -1.7215 2.9992
C -3.3862 -1.4559 4.3382
C -2.1414 -1.5818 4.9132
C -1.2346 -1.9299 3.8836
C -1.9537 -2.0065 2.7119
H -4.0202 -1.7084 2.3280
H -4.3467 -1.2022 4.7664
H -1.9109 -1.4373 5.9607
H -0.1715 -2.1051 3.9858
H -1.6467 -2.2401 1.7012
N 5.4367 -1.9284 1.0337
C 5.3138 -1.6628 2.3727
C 6.5586 -1.7887 2.9476
C 7.4654 -2.1368 1.9181
C 6.7463 -2.2134 0.7464
H 4.6798 -1.9153 0.3625
H 4.3533 -1.4091 2.8008
H 6.7891 -1.6442 3.9952
H 8.5285 -2.3120 2.0203
H 7.0533 -2.4470 -0.2643
N 0.0148 1.4520 4.9456
C 0.5588 2.5365 4.3080
C 1.1659 3.3279 5.2573
C 0.9868 2.6955 6.5108
C 0.2753 1.5378 6.2885
H -0.4978 0.7048 4.4955
H 0.4663 2.6526 3.2365
H 1.6831 4.2595 5.0673
H 1.3395 3.0464 7.4720
H -0.0681 0.7704 6.9693
N -0.2779 5.3987 8.1615
C -0.3396 5.0638 9.4891
C 0.0664 6.1561 10.2229
C 0.3782 7.1879 9.3057
C 0.1538 6.6939 8.0402
H -0.5148 4.7863 7.3918
H -0.6646 4.0791 9.7972
H 0.1298 6.2048 11.3022
H 0.7281 8.1843 9.5429
H 0.2653 7.1516 7.0663
N 1.5155 -4.4653 -5.7052
C 2.1079 -5.4265 -4.9283
C 1.4347 -6.6108 -5.1294
C 0.4037 -6.3562 -6.0650
C 0.4785 -5.0242 -6.4058
H 1.7996 -3.4955 -5.7544
H 2.9546 -5.1859 -4.2994
H 1.6625 -7.5564 -4.6546
H -0.3155 -7.0679 -6.4492
H -0.1167 -4.4276 -7.0842
N -1.5490 -3.0303 -9.5459
C -1.9397 -3.9054 -10.5258
C -0.8979 -4.0400 -11.4162
C 0.1604 -3.2219 -10.9538
C -0.2678 -2.6123 -9.7958
H -2.1169 -2.7393 -8.7608
H -2.9234 -4.3550 -10.5065
H -0.8995 -4.6614 -12.3023
H 1.1307 -3.0919 -11.4154
H 0.2277 -1.9177 -9.1306
```

Values from the calculation:
DFT total energy = -2913.6623 a.u.
HOMO energy = -5.354 eV
Charge = -1
Frontier orbital gap = 7.2 eV

Atomic partial charges in e from the Löwdin method, atoms 1 to 5: number 1, C, carries -0.133; number 2, C, carries -0.314; number 3, N, carries -0.103; number 4, B, carries -1.310; number 5, Cl, carries 0.503